ORCA calculation (the ωB97M-V functional and the def2-TZVPD basis) on the molecule C18H17N3O3S.

Structure (XYZ):
```
42
Properties=species:S:1:pos:R:3
S -1.1533 2.4103 0.8035
O -4.6322 2.5015 -0.8538
O -1.7140 -3.4755 -0.9746
O 7.0467 0.4460 0.4916
N -2.4797 2.0010 -1.3851
N 1.0399 1.5019 -1.3072
N -0.2335 1.5369 -1.6333
C -1.8338 -0.6785 1.4168
C -3.0320 -0.0895 1.0434
C -0.5023 -4.1108 -0.6486
C -2.9702 2.4082 0.8976
C 5.1891 1.4886 -0.6291
C 5.7221 0.5098 0.2071
C -3.4933 1.1895 1.6844
C 3.5272 -0.4104 0.5114
C -2.0839 -2.3733 -0.2672
C -3.7611 -0.6669 0.0076
C -1.3570 -1.8095 0.7745
C -3.4831 2.3351 -0.5316
C 2.9826 0.5677 -0.3237
C 3.8368 1.5169 -0.8896
C -1.1946 1.8869 -0.9014
C -3.2970 -1.7906 -0.6393
C 4.8786 -0.4418 0.7767
C 1.5602 0.5981 -0.5774
H 5.8446 2.2275 -1.0716
H -3.2973 3.3332 1.3759
H 0.9522 -0.1888 -0.1199
H 2.8794 -1.1497 0.9597
H 3.4145 2.2709 -1.5344
H -3.1308 1.2559 2.7116
H -2.6583 1.8283 -2.3643
H -0.5053 -4.4788 0.3827
H -0.4229 -2.2413 1.0991
H 5.3074 -1.1917 1.4222
H -4.5839 1.2440 1.6869
H -1.2546 -0.2490 2.2217
H 7.5165 1.1587 0.0412
H 0.3543 -3.4447 -0.7965
H -3.8569 -2.2428 -1.4424
H -4.7006 -0.2274 -0.2943
H -0.4202 -4.9557 -1.3303
```

Energy above the lowest of the compared OMol25 structures with the same formula, charge and spin   270.6 kJ/mol
Structure (SMILES)   COc1ccc(C[C@H]2S/C(=N\N=C\c3ccc(O)cc3)NC2=O)cc1
LUMO energy   0.5 eV
Gap between HOMO and LUMO   8.71 eV
Largest force on an atom   2.1 eV Å⁻¹
HOMO level   -8.19 eV

natural (NBO) population analysis, charges in e, atoms 1 to 4: 0.226 -0.582 -0.508 -0.660

ORCA calculation (the ωB97M-V functional and the def2-TZVPD basis) on a structure of composition C6H10O.

Structure (XYZ):
```
17
Properties=species:S:1:pos:R:3
O -0.4137 0.9641 2.2081
C 0.9293 0.3381 2.3187
C 0.9017 0.0397 0.8179
C -0.1797 1.4321 -0.4717
C -0.2394 0.7333 0.8662
C 1.2428 0.7537 -0.5156
C -1.4466 -2.0284 -1.4893
H -0.9113 1.1191 -1.2220
H -2.4145 -2.2605 -1.0387
H -0.1490 2.5237 -0.4131
H -0.7815 -1.6207 -0.7215
H 1.6418 1.1146 2.6058
H -1.0122 -2.9415 -1.9044
H -1.5893 -1.2980 -2.2925
H 2.0296 1.5084 -0.4151
H 0.9226 -0.4861 3.0369
H 1.4693 0.1083 -1.3697
```

Energy above the lowest of the compared OMol25 structures with the same formula, charge and spin   400.1 kJ/mol
LUMO energy   1.0 eV
Gap between HOMO and LUMO   9.60 eV
Largest force on an atom   0.4 eV Å⁻¹
HOMO level   -8.59 eV

natural (NBO) population analysis, charges in e, atoms 1 to 4: -0.491 -0.069 -0.212 -0.448

ORCA calculation (the ωB97M-V functional and the def2-TZVPD basis) on a cluster of 5 separate species, C31H50BF9N4O11PS in total.

Structure (XYZ):
```
108
Properties=species:S:1:pos:R:3
S -4.2955 1.2376 -1.2108
P -2.9472 0.0097 -0.5927
F 6.0071 1.6335 1.6035
F 3.7300 1.0312 2.9328
F 3.5657 4.2207 1.4373
F 3.6068 2.3212 0.3698
F 3.6831 3.0630 3.8343
F 1.2848 4.1270 2.1154
F 6.0922 1.9834 3.7460
F 5.9979 3.6764 2.3747
F 1.4289 2.0997 2.8798
O -2.8988 -1.1438 3.3519
O -5.6440 -5.9412 -2.0060
O 0.8841 2.7310 -0.6414
O -3.6022 -1.3506 -0.1106
O 2.5515 -0.9719 -1.0485
O -0.7845 4.2868 0.9041
O -1.8390 -0.3151 -1.6854
O 0.4153 8.1192 3.4766
O 5.4045 -0.8501 -4.9142
O -1.8621 0.0435 5.1088
O -2.3570 -3.0969 -2.5047
N 1.6958 5.0173 -0.9491
N 1.7024 0.1427 0.8501
N -0.7321 2.8818 1.0780
N 1.0933 -2.8190 0.9322
C 5.8021 -0.1749 -2.6918
C 0.4261 0.7976 0.6154
C 4.0298 2.3409 2.7378
C 0.6178 2.3433 0.6971
C -0.7186 0.3297 2.9257
C 2.3588 7.7607 2.1817
C 2.6587 7.3916 3.6347
C -1.4209 -2.7978 -3.5562
C 6.8176 -0.8854 -4.7045
C -0.7547 -1.3469 1.0416
C -7.2198 -7.5297 -1.2406
C -0.7591 0.1720 1.4085
C 1.6575 2.8647 1.7735
C -6.8665 -5.7172 -2.7183
C 1.3382 3.9472 -0.8420
C -3.0628 -4.3208 -2.8065
C -7.6685 -7.0065 -2.6048
C 3.2256 2.9112 1.5262
C 0.2016 -2.3320 1.6960
C -5.7475 -7.1408 -1.2310
C 1.5327 8.1069 4.3722
C -2.0788 0.8135 0.8207
C 2.1764 -0.4322 -0.1294
C 0.8370 7.7409 2.1698
C 5.5833 2.4262 2.5841
C -2.7345 -4.6307 -4.2602
C -1.3252 -4.0484 -4.4113
C 7.0885 0.0047 -3.4980
C -1.8432 2.2482 0.2915
C 4.7586 -0.2537 -3.7933
C -0.0042 -2.7647 3.1186
B -1.9012 -0.2909 3.7974
H -1.8135 -1.9404 -4.1142
H -3.4271 -4.1095 -4.9236
H -1.1054 4.6806 1.7318
H -2.6988 -5.1047 -2.1380
H 2.5731 6.3101 3.7738
H 7.1189 -1.9199 -4.5099
H 2.7931 7.0761 1.4545
H 3.8935 -0.8580 -3.5184
H -2.7133 2.8624 0.4861
H -5.1297 -7.9149 -1.6979
H 3.6469 7.6984 3.9709
H -0.4776 -2.5051 -3.0860
H -2.5791 -0.3925 5.5898
H 0.3760 -3.7740 3.2454
H -3.5472 -0.8027 2.7305
H -3.2361 -2.1617 -0.5046
H -7.3718 -8.5990 -1.1087
H -1.8209 -1.2784 -1.8584
H -7.3752 -7.7057 -3.3900
H 4.4084 0.7460 -4.0798
H -6.6324 -5.4489 -3.7493
H -0.5884 -4.7368 -3.9944
H -7.7548 -7.0087 -0.4442
H 1.8046 9.1394 4.6093
H -0.6586 1.3700 3.2562
H 1.6572 -3.5186 1.4130
H 2.7258 8.7652 1.9662
H -1.6518 2.3138 -0.7732
H 0.1552 0.6133 -0.4250
H -5.3623 -6.9494 -0.2291
H -1.0580 -2.7814 3.3840
H 7.3195 -0.5446 -5.6096
H 7.1929 1.0457 -3.8109
H 0.2013 -0.0983 3.3173
H 5.8360 -1.1136 -2.1336
H -4.1232 -4.1832 -2.6249
H 7.9902 -0.2801 -2.9588
H 1.2399 7.6076 5.2958
H 0.4036 8.4233 1.4390
H -2.7900 -5.6947 -4.4769
H -1.0444 -3.8308 -5.4392
H -1.7523 -1.7358 1.2164
H -2.8467 0.9138 1.5831
H -0.5091 -1.4277 -0.0129
H -8.7412 -6.8406 -2.6809
H 5.6079 0.6290 -1.9942
H -0.9087 2.6696 2.0650
H 0.4629 6.7267 1.9608
H 0.5207 -2.1163 3.8147
H -7.3957 -4.8788 -2.2534
```

LUMO energy   -3.2 eV
Gap between HOMO and LUMO   7.79 eV
Largest force on an atom   2.4 eV Å⁻¹
HOMO level   -10.96 eV
Net charge   +1

Löwdin population analysis, charges in e, atoms 1 to 4: 0.407 0.198 0.192 0.148